(1)
Here is a 9-piece molecular cluster, C45H42O27 overall at a distorted geometry from the Open Molecules 2025 dataset. Energies are from wB97M-V/def2-TZVPD.

Results
**HOMO energy**: -8.25 eV
**LUMO energy**: -0.0954 hartree
**Orbital gap**: 0.2078 Eh
**Energy relative to the best compared isomer or geometry (same formula, charge and spin)**: 29.8 kcal per mole

XYZ file:
```
114
C45H42O27, DFT wB97M-V/def2-TZVPD
O -32.088 16.757 -10.448
O -39.611 14.950 -8.494
O -34.258 17.794 -7.832
O -37.123 8.950 -15.069
O -34.538 13.127 -8.571
O -35.428 22.764 -10.062
O -33.300 17.174 -13.092
O -33.550 9.588 -10.923
O -36.444 13.445 -12.960
O -39.567 12.284 -12.682
O -37.059 21.298 -14.674
O -28.771 12.527 -11.100
O -40.210 20.663 -6.412
O -40.663 21.204 -11.206
O -38.432 15.180 -13.220
O -38.698 12.831 -15.268
O -32.311 12.291 -7.120
O -33.288 11.599 -12.576
O -39.665 17.981 -6.890
O -42.430 9.019 -14.824
O -42.106 10.022 -17.286
O -33.764 22.414 -7.991
O -29.161 10.763 -9.045
O -35.372 19.010 -13.269
O -39.945 18.665 -11.711
O -29.809 15.729 -9.333
O -35.680 17.871 -10.235
C -40.107 20.082 -7.631
C -34.303 18.893 -8.576
C -40.161 19.100 -10.427
C -39.895 18.149 -9.237
C -41.640 9.845 -14.904
C -39.907 18.668 -7.867
C -37.966 21.759 -15.291
C -40.973 10.418 -13.655
C -34.813 8.685 -14.702
C -31.076 12.059 -11.945
C -36.193 9.132 -14.337
C -37.686 22.853 -16.274
C -32.459 10.405 -10.820
C -40.438 20.934 -8.867
C -37.961 13.724 -9.562
C -32.261 13.298 -7.964
C -39.633 12.049 -15.147
C -38.555 14.515 -8.467
C -35.278 18.931 -9.699
C -34.710 15.305 -12.914
C -33.492 13.758 -8.678
C -35.644 20.202 -10.237
C -33.647 20.155 -8.090
C -34.422 16.719 -13.129
C -30.075 10.859 -9.832
C -32.337 11.425 -11.839
C -35.039 21.459 -9.647
C -37.498 14.723 -7.248
C -40.244 11.533 -16.300
C -32.137 15.662 -9.683
C -41.383 10.563 -16.216
C -36.220 14.773 -12.989
C -35.594 17.579 -13.297
C -36.424 9.760 -12.913
C -30.932 14.033 -8.190
C -31.366 10.125 -9.772
C -30.924 15.168 -9.094
C -34.134 21.393 -8.563
C -40.406 20.498 -10.218
C -37.051 17.012 -13.197
C -40.049 11.542 -13.798
C -37.321 15.698 -13.143
C -39.452 21.493 -14.993
C -29.974 11.820 -10.926
C -33.351 14.849 -9.493
H -39.780 16.954 -9.431
H -36.391 20.311 -11.085
H -37.757 22.458 -17.233
H -32.867 20.162 -7.364
H -31.525 9.493 -9.000
H -41.373 9.999 -12.705
H -35.686 9.121 -12.261
H -31.488 11.909 -6.938
H -28.189 12.271 -10.498
H -39.362 21.038 -13.984
H -34.013 9.379 -14.494
H -37.452 13.223 -13.264
H -40.082 11.700 -12.016
H -39.961 11.905 -17.082
H -36.037 10.749 -12.855
H -40.832 21.934 -8.465
H -36.619 14.816 -7.679
H -34.948 23.438 -9.597
H -40.181 22.273 -15.313
H -33.353 8.919 -10.492
H -36.608 23.184 -16.004
H -34.450 7.788 -14.119
H -30.979 12.770 -12.602
H -38.482 13.830 -10.513
H -36.932 13.745 -10.013
H -40.027 20.072 -5.641
H -39.710 20.637 -15.611
H -31.194 17.065 -10.028
H -39.810 17.725 -11.638
H -33.968 14.460 -12.619
H -37.803 15.751 -6.946
H -34.533 8.841 -15.834
H -38.114 12.861 -9.239
H -30.064 13.505 -7.716
H -42.905 9.430 -17.221
H -36.174 19.303 -13.751
H -33.255 17.689 -7.521
H -37.277 13.951 -6.551
H -34.209 15.114 -9.860
H -38.407 23.660 -16.361
H -37.529 9.698 -12.626
H -37.811 17.751 -13.431
```

These are the Mulliken partial charges, in e, on atoms 1 to 99:
1 O -0.4118
2 O -0.5658
3 O -0.3440
4 O -0.5362
5 O -0.6818
6 O -0.5338
7 O -0.6346
8 O -0.2556
9 O -0.3346
10 O -0.0832
11 O -0.5230
12 O -0.4751
13 O -0.5342
14 O -0.6070
15 O -0.6449
16 O -0.5002
17 O -0.4520
18 O -0.5517
19 O -0.6209
20 O -0.4945
21 O -0.5364
22 O -0.6433
23 O -0.6220
24 O -0.3892
25 O -0.3637
26 O -0.7278
27 O -0.3231
28 C 0.3257
29 C 0.9248
30 C 0.7684
31 C -0.1457
32 C 0.4834
33 C 0.7535
34 C 0.7530
35 C -0.8076
36 C -0.8686
37 C -1.0695
38 C 0.6225
39 C -1.2299
40 C 0.4947
41 C -0.8202
42 C -1.3650
43 C 0.5819
44 C 0.7309
45 C 0.8254
46 C -0.0619
47 C -0.5428
48 C 0.4745
49 C -0.6943
50 C -0.7341
51 C 0.4764
52 C 0.5689
53 C 0.8306
54 C -0.0493
55 C -0.9372
56 C -1.3375
57 C -0.7892
58 C 0.0784
59 C 0.1166
60 C 0.2710
61 C -0.0307
62 C -0.6170
63 C -1.0623
64 C 1.2145
65 C 0.8159
66 C 0.4619
67 C -0.4587
68 C 0.5963
69 C 0.8718
70 C -0.8973
71 C 0.2326
72 C -1.2069
73 H -0.0458
74 H 0.5289
75 H 0.3384
76 H 0.4042
77 H 0.6051
78 H 0.3435
79 H 0.0717
80 H 0.3742
81 H 0.2929
82 H 0.1935
83 H 0.1097
84 H 0.1260
85 H 0.2605
86 H 0.9605
87 H -0.0963
88 H 0.3071
89 H 0.0376
90 H 0.3538
91 H 0.3534
92 H 0.2355
93 H 0.2747
94 H 0.3238
95 H 0.7539
96 H 0.2912
97 H 0.1640
98 H 0.3576
99 H 0.3156



(2)
Here is C45H43IMgN3OP2Si as an isolated structure at a distorted geometry from the Open Molecules 2025 dataset. Energies are from wB97M-V/def2-TZVPD.

Results
**HOMO energy**: -9.80 eV
**Net charge**: +1
**LUMO energy**: -0.0730 hartree
**Orbital gap**: 0.2870 Eh
**Energy relative to the best compared isomer or geometry (same formula, charge and spin)**: 32.8 kcal per mole

XYZ file:
```
97
C45H43IMgN3OP2Si, DFT wB97M-V/def2-TZVPD
I -3.334 4.643 2.581
P 0.811 1.026 -1.462
P 0.837 -1.568 0.314
Si -1.471 -0.626 -1.576
Mg -1.430 0.660 0.604
O 1.753 1.155 1.156
N -2.873 -0.596 1.985
N -1.314 2.492 2.922
N -3.433 1.671 0.439
C -0.453 -0.614 -3.186
C 4.120 3.340 -2.309
C 2.163 -2.660 -0.368
C 4.872 1.170 -1.603
C -0.548 -4.011 0.670
C 1.150 -0.136 -5.418
C -1.730 4.881 -1.464
C 0.465 -2.028 4.397
C -1.814 3.614 4.981
C -1.535 -2.402 -0.868
C -2.564 -4.564 -0.518
C -1.849 3.984 -2.516
C 1.411 0.551 -4.241
C 2.692 -1.260 3.924
C 2.514 1.678 -1.633
C 0.794 0.758 0.577
C 2.284 -2.691 -1.757
C -0.895 2.819 5.651
C -0.415 1.748 3.580
C -0.166 1.884 4.935
C 3.149 -3.584 -2.369
C -3.977 0.295 2.375
C -2.543 -3.327 -1.145
C 0.608 0.303 -3.133
C 0.185 -2.056 3.038
C 3.796 -4.424 -0.217
C 1.721 -1.638 4.840
C -0.057 3.475 -0.457
C 2.928 -3.535 0.401
C 2.411 -1.280 2.567
C 3.904 -4.455 -1.599
C -0.544 -2.757 0.058
C -1.964 3.409 3.621
C -1.569 -4.903 0.391
C 5.153 2.449 -2.063
C -3.248 -0.328 -2.245
C 2.802 2.957 -2.102
C -0.180 2.561 -1.509
C 3.558 0.789 -1.386
C -0.827 4.629 -0.440
C -4.521 0.958 1.118
C 0.106 -1.051 -5.486
C 1.162 -1.707 2.109
C -1.078 2.831 -2.542
C -0.704 -1.278 -4.382
H -2.460 -1.019 2.810
H -2.324 5.785 -1.451
H 3.669 -0.947 4.266
H 4.381 -5.102 0.390
H -1.159 2.142 -3.373
H 3.337 -0.212 -1.034
H 4.572 -5.163 -2.072
H -2.404 4.353 5.503
H 0.241 -4.288 1.357
H -0.784 -2.397 2.696
H -0.707 5.343 0.364
H 1.762 0.049 -6.291
H 5.678 0.471 -1.422
H 4.338 4.336 -2.671
H -0.075 -1.589 -6.408
H 6.178 2.751 -2.234
H -0.294 -2.322 5.111
H 0.127 1.020 2.988
H 3.163 -0.980 1.847
H -3.462 -0.975 -3.098
H -3.680 1.838 -0.532
H -1.521 -1.989 -4.440
H 3.226 -3.604 -3.449
H 2.000 3.651 -2.318
H 2.216 1.271 -4.191
H -2.535 4.190 -3.328
H 2.852 -3.529 1.479
H 1.691 -2.013 -2.359
H -5.353 1.616 1.379
H -4.899 0.179 0.453
H 1.943 -1.642 5.899
H -3.319 -3.075 -1.858
H -4.784 -0.228 2.894
H 0.673 3.311 0.326
H -3.233 -1.359 1.414
H -3.311 2.589 0.863
H -3.996 -0.538 -1.477
H -0.756 2.938 6.717
H -3.572 1.059 3.042
H -3.354 -5.271 -0.738
H -1.584 -5.869 0.877
H 0.581 1.265 5.411
H -3.377 0.704 -2.579
```

Charges in e, computed with Mulliken, in the same order as the atoms:
1 I 0.0660
2 P 3.6650
3 P 1.5217
4 Si 0.8691
5 Mg 3.4167
6 O -0.4614
7 N -0.6236
8 N 0.1364
9 N -0.4536
10 C 1.0116
11 C -0.8550
12 C 0.7485
13 C -1.0791
14 C -0.3307
15 C -0.9285
16 C -0.7414
17 C -0.9633
18 C -0.5101
19 C 0.0552
20 C -0.8492
21 C -0.8099
22 C -1.0397
23 C -0.8026
24 C -0.1492
25 C -0.9319
26 C -0.2916
27 C -0.5174
28 C 0.2400
29 C -1.0599
30 C -0.8653
31 C -0.6984
32 C -0.4186
33 C -0.2188
34 C -1.0061
35 C -0.7245
36 C -0.8256
37 C 0.1957
38 C -0.7950
39 C -0.3851
40 C -0.7094
41 C 0.4266
42 C -0.0695
43 C -0.9663
44 C -0.6718
45 C -1.5872
46 C -0.7645
47 C -0.4468
48 C -0.1178
49 C -0.8750
50 C -0.6387
51 C -0.9000
52 C 0.0489
53 C -0.9543
54 C -0.7835
55 H 0.1588
56 H 0.4316
57 H 0.4799
58 H 0.4512
59 H 0.4641
60 H 0.3384
61 H 0.3957
62 H 0.4435
63 H 0.5242
64 H 0.6944
65 H 0.5752
66 H 0.4105
67 H 0.4818
68 H 0.4424
69 H 0.4374
70 H 0.4076
71 H 0.4588
72 H 0.2948
73 H 0.4766
74 H 0.5223
75 H 0.2014
76 H 0.3932
77 H 0.4877
78 H 0.4578
79 H 0.4848
80 H 0.4516
81 H 0.3745
82 H 0.4397
83 H 0.4778
84 H 0.2762
85 H 0.4437
86 H 0.3961
87 H 0.5012
88 H 0.4877
89 H 0.2003
90 H -0.3350
91 H 0.3598
92 H 0.4424
93 H 0.2539
94 H 0.4473
95 H 0.4462
96 H 0.5218
97 H 0.3198



no.,E (Eh)
1,-3770.623569
2,-3449.957990